Record 1
C27H40Cl5N6O5PRuS | ωB97M-V with the def2-TZVPD basis set

Results
* total charge: +2
* expectation value of S²: 6.0594
* 2S+1: 5
* DFT total energy: -4892.4154 hartree

Positions of all 86 atoms, in Å:
Ru -0.1575 -0.5603 -0.1426
C -0.3967 4.1372 1.7076
N -0.9726 4.5170 0.4247
C -0.8188 5.9378 0.1193
C -1.6712 3.7177 -0.3718
N -1.3987 2.3850 -0.4120
C -2.4107 1.3834 -0.6797
C -3.1835 1.3816 -1.8296
C -4.0969 0.3783 -2.0930
C -4.2277 -0.6864 -1.2097
C -3.4289 -0.7369 -0.0926
C -2.4886 0.2792 0.1982
N -1.6889 0.1987 1.3581
C -2.2886 -0.1876 2.4937
N -3.6035 0.0754 2.7396
C -4.2918 1.2489 2.2302
C -4.4796 -0.9707 3.2613
N -1.5934 -0.7306 3.5039
C -2.0464 -0.6645 4.8880
C -0.3707 -1.4876 3.3160
N -2.7271 4.2553 -1.0435
C -2.7390 4.4660 -2.4898
C -3.6506 5.1244 -0.3119
H -0.7344 4.8595 2.4533
H 0.6905 4.1552 1.6787
H -0.7370 3.1465 1.9930
H 0.2430 6.1814 0.1702
H -1.3471 6.5568 0.8450
H -1.1696 6.1683 -0.8808
H -3.0279 2.1362 -2.5772
H -4.6724 0.4064 -3.0083
H -4.9307 -1.4829 -1.4091
H -3.4953 -1.5802 0.5800
H -3.5711 2.0034 1.9223
H -4.9051 1.6620 3.0332
H -4.9472 1.0091 1.3889
H -3.9431 -1.9130 3.3381
H -5.3075 -1.1122 2.5620
H -4.8966 -0.7062 4.2344
H -2.7472 0.1544 5.0161
H -1.1785 -0.4855 5.5224
H -2.5132 -1.5941 5.2179
H -0.5066 -2.5058 3.6854
H 0.4559 -1.0266 3.8597
H -0.1342 -1.5358 2.2649
H -1.9011 3.9530 -2.9579
H -2.6296 5.5348 -2.6961
H -3.6828 4.1391 -2.9249
H -3.4950 5.0255 0.7599
H -4.6689 4.8069 -0.5414
H -3.5515 6.1747 -0.5949
Cl 1.5054 -2.6423 0.7957
C 3.0864 -2.3559 0.1719
C 4.1295 -3.1795 0.5417
C 5.3948 -2.9182 0.0390
C 5.6157 -1.8394 -0.8030
C 4.5607 -1.0304 -1.1853
Cl 4.8363 0.2873 -2.2524
C 3.2597 -1.2908 -0.7181
S 1.9172 -0.3935 -1.3761
H 3.9480 -4.0037 1.2174
H 6.2181 -3.5628 0.3135
H 6.6100 -1.6218 -1.1671
Cl -3.2941 -4.0142 -2.2348
C -1.9757 -4.2759 -1.0889
Cl -0.6853 -5.2178 -1.8464
Cl -2.5838 -5.1181 0.3323
C -1.3623 -2.8982 -0.7117
O -0.9622 -2.1640 -1.6375
O -1.2731 -2.5907 0.4985
C 1.3532 1.3333 1.7364
O 1.1084 2.1112 0.5783
P 0.2184 1.7074 -0.7572
O -0.3792 0.9310 -2.1480
C 0.0560 1.0269 -3.5074
O 0.8697 2.8705 -1.6142
C 2.1419 3.5315 -1.4950
H 2.1755 1.8098 2.2670
H 1.6632 0.3138 1.4758
H 0.4735 1.2930 2.3813
H -0.0574 2.0505 -3.8653
H -0.5748 0.3507 -4.0802
H 1.0976 0.7310 -3.6204
H 2.8435 3.0618 -2.1814
H 2.5239 3.4793 -0.4813
H 1.9833 4.5654 -1.7917


Record 2
C27H40ClN2O5PtSSb | ωB97M-V with the def2-TZVPD basis set

Results
* total charge: +2
* DFT total energy: -2755.6564 hartree

Positions of all 78 atoms, in Å:
Pt 0.9955 0.4164 -1.0319
O -1.4499 -2.6966 -2.1488
Cl -0.3278 -1.9357 -2.5800
O 0.3616 -2.6438 -3.6641
O 0.6645 -1.7497 -1.4593
O -0.6799 -0.5779 -2.9666
C -2.9491 0.5585 3.4641
C -1.6559 1.3467 3.4331
C -1.4799 2.3289 4.4154
C -0.3505 3.1293 4.4801
C 0.6763 2.9605 3.5585
C 0.5371 1.9971 2.5804
C -0.6167 1.1980 2.5120
Sb -0.3992 -0.2849 1.0425
C -2.1616 -1.3072 0.6610
C -3.2128 -0.4600 0.2920
C -4.4534 -0.9982 0.0172
C -4.6257 -2.3718 0.1064
C -3.5621 -3.2007 0.4444
C -2.2909 -2.6992 0.7084
C -1.1645 -3.6623 1.0279
C 1.1561 -1.4132 1.8995
C 2.3419 -1.5547 1.1723
C 3.4496 -2.1671 1.7281
C 3.3675 -2.6482 3.0287
C 2.1898 -2.5185 3.7468
C 1.0630 -1.8952 3.2071
C -0.1793 -1.7462 4.0569
H -3.2302 0.3485 4.4963
H -2.9034 -0.3824 2.9305
H -3.7584 1.1443 3.0228
H -2.2674 2.4580 5.1517
H -0.2650 3.8779 5.2592
H 1.5778 3.5615 3.6171
H 1.3461 1.8444 1.8702
H -3.0641 0.6146 0.2311
H -5.2774 -0.3550 -0.2658
H -5.5981 -2.8059 -0.0958
H -3.7145 -4.2738 0.4944
H -1.4277 -4.6678 0.7039
H -0.9692 -3.7052 2.1028
H -0.2369 -3.3869 0.5297
H 2.4213 -1.1728 0.1613
H 4.3699 -2.2628 1.1658
H 4.2264 -3.1275 3.4838
H 2.1337 -2.9051 4.7596
H -0.3253 -2.6277 4.6828
H -1.0837 -1.6087 3.4616
H -0.0868 -0.8835 4.7214
N 1.8442 -1.4844 -6.0106
C 2.9098 -1.1209 -5.0103
C 2.4363 -0.0091 -4.0525
N 2.6348 -0.2900 -2.6048
H 2.1325 -2.2655 -6.5981
H 1.6071 -0.7063 -6.6225
H 0.9992 -1.7752 -5.4923
H 3.7930 -0.8313 -5.5705
H 3.1412 -2.0264 -4.4563
H 1.3753 0.1862 -4.2133
H 2.9773 0.9064 -4.2739
H 3.6003 -0.1275 -2.3470
H 2.4065 -1.2615 -2.3979
C 2.2104 3.8549 -1.0957
C 0.7900 3.8116 -0.5302
S -0.1180 2.3623 -1.0028
O -1.3341 2.2706 -0.1642
C -0.6495 2.7079 -2.6770
C -1.7296 3.7880 -2.6903
H 2.7326 4.7266 -0.7045
H 2.2157 3.9309 -2.1863
H 2.7739 2.9672 -0.8044
H 0.1699 4.6449 -0.8676
H 0.7683 3.7728 0.5585
H -1.0188 1.7456 -3.0282
H 0.2452 2.9829 -3.2448
H -2.4831 3.5941 -1.9282
H -2.2179 3.7701 -3.6639
H -1.3236 4.7863 -2.5368


Record 3
C27H40ClN3O4 | ωB97M-V with the def2-TZVPD basis set

Results
* DFT total energy: -1978.0900 hartree

Positions of all 75 atoms, in Å:
C -2.6931 0.9275 3.0489
C -2.2699 0.7843 1.6086
C -3.0820 -0.2614 0.8548
N -0.8725 0.3150 1.5679
N -0.7016 -0.9787 1.3499
N 0.6254 -1.1698 1.2651
C 1.0065 -2.6668 1.1211
C 0.2933 -3.2500 -0.0578
C 0.5714 -3.3983 2.3472
C 1.3005 -0.0026 1.4256
C 2.8306 -0.0432 1.2755
C 3.3889 1.3743 1.3813
C 3.2007 -0.5772 -0.1186
C 3.4520 -0.9397 2.3609
C 0.3228 1.0249 1.6842
C 0.2500 2.4165 2.0523
H -3.7436 1.2207 3.0365
H -2.5836 -0.0123 3.6023
H -2.1184 1.6988 3.5626
H -2.2724 1.7815 1.1470
H -4.1299 0.0660 0.7919
H -2.6796 -0.3960 -0.1564
H -3.0089 -1.2110 1.4063
H 2.0794 -2.7347 1.0112
H 0.3554 -4.3414 -0.0776
H -0.7619 -2.9946 0.0067
H 0.6887 -2.9234 -1.0188
H 0.7217 -4.4713 2.2270
H 1.1088 -3.1130 3.2488
H -0.4894 -3.2291 2.5086
H 3.2682 1.7709 2.3920
H 4.4547 1.3997 1.1189
H 2.8646 2.0413 0.6890
H 2.8646 -1.6057 -0.2619
H 2.7197 0.0465 -0.8783
H 4.2857 -0.5667 -0.2975
H 3.1479 -1.9936 2.3164
H 4.5309 -0.9279 2.1866
H 3.2526 -0.5828 3.3792
H 0.9568 3.0913 1.5288
H -0.7491 2.8437 2.2215
C 3.1998 8.3933 2.7616
C 2.2104 7.4317 2.1695
O 1.7095 6.6203 3.2329
C 0.9165 5.6138 2.8212
C 0.4170 4.8156 3.9729
C 0.4254 3.4043 3.8718
C -0.4167 2.6851 4.8868
C -0.0045 1.4505 5.4117
C -0.6172 0.9134 6.5461
Cl -0.0592 -0.5895 7.1742
C -1.7609 1.5466 7.0903
C -2.3073 2.6583 6.4281
C -1.6311 3.2343 5.3555
C 0.0717 5.6385 5.2174
O 0.1746 5.1620 6.3377
O -0.3164 6.9204 4.9947
C -0.4385 7.7439 6.2084
C -0.4845 9.2144 5.8341
O 0.6298 5.3723 1.6474
H 3.5812 9.0103 1.9459
H 2.7664 9.0666 3.5131
H 4.0373 7.8526 3.2150
H 1.3968 7.9678 1.6711
H 2.6682 6.7272 1.4737
H 1.4567 3.0011 3.7118
H 0.8419 0.9252 4.9754
H -2.2973 1.0686 7.9174
H -3.2172 3.1350 6.8284
H -2.0188 4.1567 4.9156
H -1.3404 7.4124 6.7424
H 0.4555 7.5077 6.7967
H -0.6208 9.8702 6.7051
H 0.4804 9.5120 5.4026
H -1.3016 9.4419 5.1374